Entry 1:
{
  "formula": "C32H52N2O8RuSSi",
  "method": "ωB97M-V/def2-TZVPD",
  "multiplicity": 6,
  "total_charge": -1,
  "species": ["Ru", "O", "C", "O", "C", "C", "C", "C", "C", "O", "C", "C", "O", "O", "H", "H", "H", "H", "H", "H", "H", "H", "C", "N", "C", "C", "C", "C", "C", "C", "C", "C", "H", "H", "H", "H", "H", "H", "H", "H", "H", "H", "H", "H", "C", "C", "C", "C", "O", "Si", "S", "O", "C", "C", "C", "C", "O", "C", "C", "C", "C", "H", "H", "H", "H", "H", "H", "H", "H", "H", "H", "H", "H", "H", "H", "H", "H", "H", "H", "H", "H", "H", "H", "H", "H", "H", "H", "H", "C", "C", "C", "N", "H", "H", "H", "H", "H"],
  "positions_angstrom": [[0.927186, -1.262118, 1.692728], [4.711486, -0.822918, 4.292328], [3.948886, -0.704618, 3.344328], [2.896986, -1.336418, 3.117828], [4.395186, 0.271282, 2.194628], [4.437286, -0.559218, 0.899228], [5.249286, 0.225282, -0.148272], [4.246486, 1.331982, -0.512172], [3.042286, 0.946582, 0.376028], [3.115686, -0.468718, 0.395428], [3.388286, 1.368782, 1.814628], [2.144386, 1.496782, 2.784728], [2.268986, 2.292382, 3.703428], [1.107586, 0.863982, 2.467528], [5.370386, 0.675282, 2.471228], [4.717586, -1.603618, 1.036728], [6.180286, 0.613482, 0.260828], [5.477386, -0.408718, -1.004772], [4.610786, 2.331382, -0.287272], [3.982386, 1.288282, -1.567272], [2.066886, 1.257782, 0.005828], [3.855586, 2.356282, 1.844828], [-2.931614, -2.977518, 0.058328], [-2.135514, -3.380818, 1.193328], [-2.431614, -4.734118, 1.601828], [-2.299614, -2.445518, 2.305128], [-1.350714, -2.792618, 3.420328], [-1.823914, -3.428418, 4.563628], [-0.953714, -3.835818, 5.559228], [0.403586, -3.631718, 5.399428], [0.872586, -2.983018, 4.268128], [0.012986, -2.525018, 3.274828], [-2.828114, -3.715118, -0.738772], [-2.557514, -2.018418, -0.297272], [-4.007014, -2.878718, 0.300628], [-2.243814, -5.421018, 0.776628], [-3.478114, -4.868518, 1.925928], [-1.776814, -5.006718, 2.426828], [-3.345914, -2.459118, 2.672228], [-2.057914, -1.445518, 1.925628], [-2.887814, -3.604618, 4.682128], [-1.328814, -4.321018, 6.449928], [1.100486, -3.957818, 6.159928], [1.936186, -2.809918, 4.176928], [0.697986, 0.015082, -3.542072], [0.661286, 1.539982, -3.448672], [-0.397014, 2.111282, -4.395872], [2.035286, 2.123482, -3.793972], [0.377686, 1.944382, -2.126772], [-0.843714, 1.573382, -1.109172], [-0.555714, -0.270518, -0.107072], [-1.082014, 2.857382, -0.153772], [-0.420114, 4.088982, 0.078928], [-0.386614, 4.906682, -1.215572], [1.007686, 3.867582, 0.565128], [-1.245014, 4.802282, 1.152528], [-2.161614, 1.347182, -2.048272], [-3.555014, 1.412282, -1.834472], [-4.042614, 2.779782, -2.327972], [-3.923914, 1.232882, -0.366272], [-4.194114, 0.290182, -2.662472], [1.054586, -0.303418, -4.520072], [-0.298914, -0.377618, -3.364872], [1.359186, -0.375918, -2.772372], [-0.219114, 1.777882, -5.415372], [-0.370114, 3.198582, -4.362672], [-1.373914, 1.780682, -4.062672], [2.322286, 1.852182, -4.806672], [2.775186, 1.738682, -3.099072], [2.012586, 3.207082, -3.709472], [0.211586, 4.373582, -1.947872], [0.053086, 5.884182, -1.031672], [-1.392914, 5.028682, -1.607972], [1.576686, 3.365382, -0.211072], [1.010986, 3.255182, 1.460628], [1.474286, 4.823882, 0.788528], [-2.264814, 4.946482, 0.802328], [-0.808714, 5.768282, 1.389728], [-1.267614, 4.194782, 2.052328], [-3.592814, 3.560882, -1.722672], [-5.124714, 2.845482, -2.252472], [-3.747814, 2.931782, -3.363372], [-3.479014, 2.030182, 0.220528], [-3.536314, 0.285882, -0.001972], [-5.006314, 1.249782, -0.253072], [-3.929414, 0.397182, -3.711472], [-5.276214, 0.324982, -2.566472], [-3.839814, -0.674318, -2.308672], [-0.048414, -5.179918, -1.677472], [0.525186, -3.776018, -1.873072], [1.156186, -3.313918, -0.661272], [1.623886, -2.945818, 0.330028], [-0.593714, -5.477618, -2.570172], [-0.721114, -5.187518, -0.825372], [0.742586, -5.902218, -1.493872], [-0.270414, -3.067118, -2.120572], [1.262886, -3.774718, -2.681872]],
  "forces_ev_per_angstrom": [[0.8, 1.8, 1.4], [0.1, -0.3, 0.5], [1.7, 1.7, -0.9], [-2.1, -1.1, -0.6], [-0.1, -0.9, 0.8], [1.1, 0.0, 0.2], [0.0, -0.3, 0.0], [-0.3, 0.0, -0.2], [0.0, 1.2, -0.2], [-0.6, -0.4, -0.2], [-1.0, 0.1, 0.4], [2.3, 0.9, -0.5], [-0.2, 0.1, 0.3], [-1.7, -1.9, -0.6], [-0.1, -0.1, -0.1], [0.0, 0.1, 0.0], [0.0, -0.1, 0.0], [0.0, 0.0, -0.1], [0.0, 0.1, 0.0], [0.0, 0.0, 0.0], [0.1, -0.1, 0.1], [0.0, -0.1, -0.1], [-0.1, 0.1, 0.0], [0.0, -0.1, -0.1], [0.1, -0.1, 0.0], [0.1, 0.1, 0.0], [-0.1, 0.2, 0.0], [-0.1, 0.1, 0.0], [0.0, -0.1, 0.1], [-0.1, -0.1, 0.0], [0.4, -0.1, 0.1], [0.1, 0.3, -0.4], [0.0, 0.0, -0.1], [-0.1, 0.1, -0.1], [0.0, -0.1, 0.0], [0.0, 0.0, -0.1], [-0.1, 0.0, 0.0], [0.0, -0.1, 0.0], [0.1, 0.1, -0.1], [-0.3, -0.1, 0.1], [0.0, 0.0, -0.1], [-0.1, 0.0, 0.1], [0.0, 0.0, 0.0], [0.0, 0.1, 0.0], [0.0, 0.3, 0.1], [0.3, 0.0, -0.7], [0.2, -0.1, 0.2], [-0.3, -0.2, 0.2], [0.2, 0.2, 0.2], [0.2, -0.6, 0.4], [0.1, -0.2, 0.0], [-0.2, -0.2, 0.2], [0.2, 0.7, 0.1], [-0.1, -0.2, 0.2], [-0.3, -0.1, 0.0], [0.2, -0.2, -0.2], [0.1, -0.1, -0.2], [-0.7, 0.0, -0.1], [0.2, -0.3, 0.1], [0.2, 0.0, -0.2], [0.2, 0.3, 0.2], [0.0, 0.0, -0.1], [-0.2, -0.2, 0.0], [0.1, -0.1, 0.1], [0.0, 0.0, -0.2], [0.0, 0.1, 0.0], [-0.1, 0.0, -0.1], [0.0, 0.0, -0.1], [0.1, 0.0, 0.0], [0.0, 0.1, 0.0], [0.1, 0.0, -0.2], [0.0, 0.1, 0.0], [-0.2, 0.1, -0.1], [0.2, 0.0, -0.1], [0.0, 0.0, 0.1], [0.1, 0.1, 0.0], [-0.1, 0.0, -0.1], [0.1, 0.2, 0.0], [0.0, -0.1, 0.1], [0.1, 0.2, 0.1], [-0.2, 0.1, 0.0], [0.0, 0.0, -0.1], [0.0, 0.1, 0.2], [0.0, -0.2, 0.1], [-0.1, 0.0, 0.1], [0.0, 0.0, -0.1], [-0.2, 0.0, 0.0], [0.1, -0.1, 0.0], [0.0, 0.0, 0.0], [-0.1, -0.3, -0.4], [0.6, 0.6, 1.2], [-0.3, -0.6, -1.2], [0.0, 0.0, 0.0], [-0.1, 0.0, 0.0], [0.1, -0.1, 0.0], [0.1, 0.1, 0.1], [-0.1, 0.2, 0.1]],
  "lowdin_spin": [3.905, 0.013, 0.009, 0.107, 0.001, 0.001, 0.001, 0.001, 0.001, 0.035, 0.002, 0.012, 0.021, 0.155, 0.000, 0.000, 0.000, 0.000, 0.000, 0.000, 0.001, 0.000, 0.001, 0.005, 0.001, 0.010, 0.046, 0.005, 0.014, 0.005, 0.045, 0.180, 0.000, 0.001, 0.000, 0.000, 0.000, 0.000, 0.000, 0.003, 0.001, 0.001, 0.001, 0.005, 0.002, 0.000, 0.000, 0.000, 0.006, 0.040, 0.198, 0.005, 0.000, 0.000, 0.000, 0.000, 0.013, 0.001, 0.000, 0.002, 0.000, 0.000, 0.001, 0.001, 0.000, 0.000, 0.000, 0.000, 0.000, 0.000, 0.000, 0.000, 0.000, 0.000, 0.000, 0.000, 0.000, 0.000, 0.000, 0.000, 0.000, 0.000, 0.000, 0.002, 0.000, 0.000, 0.000, 0.000, 0.001, 0.009, 0.057, 0.062, 0.000, 0.000, 0.000, 0.003, 0.001]
}



Entry 2:
{
  "formula": "C2H6OS3",
  "method": "ωB97M-V/def2-TZVPD",
  "species": ["C", "C", "O", "S", "S", "S", "H", "H", "H", "H", "H", "H"],
  "positions_angstrom": [[-2.348150, 0.882441, -0.625502], [2.523139, -0.589207, 0.728929], [0.230975, 0.616401, -0.362719], [-1.544859, -0.162500, 0.642160], [-1.256185, -1.972738, 0.020505], [1.275102, -0.487696, -0.740346], [-2.289572, 0.574902, -1.685600], [-1.755648, 1.814646, -0.674384], [-3.387862, 1.292507, -0.333112], [2.673043, 0.305868, 1.357042], [3.541702, -0.769913, 0.336655], [2.338320, -1.504707, 1.336377]],
  "forces_ev_per_angstrom": [[-1.0, 1.9, -0.2], [0.3, -0.8, -0.4], [1.1, -0.5, 0.1], [0.1, -0.1, -1.4], [0.0, 0.7, 0.2], [0.0, 0.6, 1.8], [-0.3, -0.7, 0.8], [0.1, -0.4, 0.5], [1.4, -1.3, -0.3], [-0.9, -0.2, -0.4], [-0.6, 0.1, -0.5], [-0.4, 0.9, -0.3]],
  "nbo_charge": [-0.806, -0.798, -0.863, 0.561, -0.268, 0.740, 0.253, 0.251, 0.236, 0.239, 0.225, 0.228]
}



Entry 3:
{
  "formula": "CH2N2O3S",
  "method": "ωB97M-V/def2-TZVPD",
  "smiles": "O=S(=O)=N/C=[NH+]\\[O-]",
  "species": ["O", "S", "O", "N", "C", "N", "O", "H", "H"],
  "positions_angstrom": [[0.353338, 1.362826, -1.945214], [0.021948, 1.403940, -0.568584], [-0.401781, 2.525790, 0.097050], [1.078243, 0.448548, 0.190603], [0.620660, -0.750591, 0.511803], [-0.672353, -1.093648, 0.388351], [-1.617782, -0.281230, -0.043133], [1.385843, -1.533307, 0.895426], [-0.768116, -2.082328, 0.473699]],
  "forces_ev_per_angstrom": [[-0.9, 0.5, -0.6], [2.0, -4.9, -1.0], [-1.5, 2.8, 1.6], [-1.1, 0.1, 0.4], [0.1, -0.6, 0.3], [3.0, -0.2, 0.8], [1.3, 1.5, -0.7], [-1.7, 1.4, -0.8], [-1.2, -0.6, -0.1]],
  "nbo_charge": [-0.819, 2.344, -0.811, -0.799, 0.246, -0.219, -0.546, 0.223, 0.381]
}



Computed energy above the lowest of the compared OMol25 structures with the same formula, charge and spin, in the same sequence as the records: 82.2, 112.6, 333.8 kJ/mol.